# 1
{"formula": "C15H14N2O6S2", "method": "ωB97M-V/def2-TZVPD", "gap_ha": 0.2718, "multiplicity": 1, "species": ["C", "C", "H", "H", "O", "C", "C", "C", "C", "C", "C", "O", "C", "O", "C", "H", "H", "H", "N", "O", "O", "H", "C", "C", "N", "C", "S", "C", "H", "H", "H", "S", "C", "O", "H", "H", "H", "H", "H"], "positions_angstrom": [[3.14, 1.68, 2.36], [3.64, 1.40, 0.94], [3.45, 2.26, 0.28], [4.71, 1.20, 0.95], [3.07, 0.22, 0.40], [1.75, 0.17, 0.13], [0.91, 1.26, -0.06], [-0.43, 1.10, -0.43], [-0.93, -0.19, -0.61], [-0.11, -1.29, -0.40], [1.23, -1.13, -0.04], [2.05, -2.22, 0.11], [2.63, -2.45, 1.32], [2.42, -1.78, 2.29], [3.49, -3.66, 1.24], [4.25, -3.52, 0.47], [2.87, -4.51, 0.96], [3.96, -3.85, 2.20], [-0.70, -2.60, -0.56], [-0.14, -3.55, -0.08], [-1.76, -2.65, -1.16], [-1.96, -0.33, -0.89], [-1.25, 2.26, -0.63], [-2.55, 2.29, -1.01], [-3.34, 1.22, -1.26], [-4.53, 1.53, -1.63], [-5.74, 0.38, -2.02], [-4.83, -1.16, -1.71], [-3.95, -1.20, -2.34], [-4.54, -1.20, -0.66], [-5.51, -1.97, -1.94], [-4.91, 3.26, -1.72], [-3.23, 3.60, -1.19], [-2.78, 4.70, -1.04], [-0.78, 3.23, -0.47], [1.30, 2.26, 0.07], [3.26, 0.78, 2.96], [3.73, 2.48, 2.80], [2.10, 1.97, 2.36]], "lowdin_charge": [-0.05, -0.22, 0.12, 0.13, -0.03, -0.18, 0.07, -0.17, 0.07, -0.04, -0.08, 0.08, -0.50, 0.14, 0.04, 0.09, 0.10, 0.09, -0.33, 0.12, 0.08, 0.09, 0.06, -0.27, 0.01, -0.96, 0.90, -0.37, 0.04, 0.04, 0.04, 1.02, -0.63, 0.05, 0.13, 0.12, 0.08, 0.08, 0.07]}

---

# 2
{"formula": "C21H24BrIrN2O4Se2", "method": "ωB97M-V/def2-TZVPD", "gap_ha": [0.2189, 0.1988], "charge": 1, "multiplicity": 2, "s2": 0.76, "species": ["Ir", "O", "C", "C", "C", "C", "C", "C", "C", "O", "N", "N", "C", "C", "Br", "C", "C", "C", "C", "C", "C", "C", "H", "H", "H", "H", "H", "H", "H", "H", "H", "H", "H", "H", "H", "H", "O", "C", "C", "C", "O", "C", "Se", "C", "Se", "H", "H", "H", "H", "H", "H", "H", "H", "H", "H"], "positions_angstrom": [[0.61, 0.00, -0.68], [-1.59, -3.67, 0.04], [-0.65, -4.34, 0.76], [-0.95, -5.63, 1.18], [-0.01, -6.37, 1.88], [1.23, -5.83, 2.18], [1.52, -4.54, 1.79], [0.59, -3.78, 1.10], [0.89, -2.33, 0.81], [0.43, -1.90, -0.44], [0.25, -1.52, 1.84], [-0.04, -0.27, 1.48], [-0.67, 0.55, 2.22], [-0.93, 1.92, 1.81], [-0.62, 2.28, -0.04], [-1.27, 2.90, 2.65], [-1.49, 4.33, 2.37], [-2.24, 4.77, 1.29], [-2.40, 6.13, 1.05], [-1.78, 7.05, 1.89], [-1.05, 6.62, 2.99], [-0.93, 5.26, 3.24], [-1.18, -2.89, -0.35], [-1.92, -6.04, 0.93], [-0.25, -7.37, 2.19], [1.97, -6.42, 2.71], [2.48, -4.10, 2.04], [1.97, -2.16, 0.90], [-0.18, -1.94, 2.65], [-1.01, 0.27, 3.21], [-1.32, 2.61, 3.69], [-2.75, 4.06, 0.65], [-3.00, 6.47, 0.22], [-1.88, 8.11, 1.69], [-0.58, 7.33, 3.64], [-0.34, 4.92, 4.09], [4.66, 0.74, -4.75], [4.33, -0.60, -4.41], [3.22, -0.56, -3.35], [2.91, -2.02, -2.95], [3.85, -2.54, -2.02], [2.02, 0.16, -3.96], [0.30, -0.05, -3.08], [3.78, 0.24, -2.17], [2.92, -0.05, -0.47], [5.37, 0.74, -5.39], [5.20, -1.12, -4.01], [3.96, -1.15, -5.29], [2.83, -2.64, -3.84], [1.95, -2.05, -2.44], [4.63, -2.86, -2.49], [1.87, -0.19, -4.99], [2.23, 1.23, -4.02], [3.75, 1.31, -2.39], [4.81, -0.04, -1.98]], "lowdin_charge": [0.64, 0.08, -0.26, 0.00, -0.06, -0.08, -0.03, -0.12, -0.41, -0.38, 0.04, -0.12, -0.15, -0.56, 0.89, -0.07, -0.25, -0.08, -0.06, -0.06, -0.06, -0.03, 0.08, 0.13, 0.11, 0.11, 0.12, 0.09, 0.17, 0.15, 0.14, 0.10, 0.11, 0.11, 0.11, 0.12, -0.04, -0.22, -0.57, -0.24, -0.07, -0.50, 0.66, -0.45, 0.94, 0.11, 0.13, 0.14, 0.14, 0.05, 0.10, 0.08, 0.07, 0.09, 0.09]}

---

# 3
{"formula": "C5H11N", "method": "ωB97M-V/def2-TZVPD", "gap_ha": 0.3710, "e_above_lowest_kcal_mol": 91.2, "multiplicity": 1, "species": ["C", "C", "C", "C", "C", "H", "H", "H", "H", "H", "H", "H", "H", "H", "H", "H", "N"], "positions_angstrom": [[1.52, -1.34, -0.27], [0.33, -0.84, 0.44], [0.06, 0.63, 0.45], [0.83, 1.77, -0.18], [-2.09, -0.28, -0.16], [1.15, -2.22, -1.02], [1.98, -0.43, -0.87], [2.21, -1.74, 0.58], [-0.03, -1.30, 1.47], [-0.49, 1.04, 1.36], [1.54, 1.26, -0.87], [-0.04, 2.35, -1.02], [1.26, 2.53, 0.69], [-2.20, -0.79, 0.93], [-2.64, 0.75, -0.30], [-2.69, -1.17, -0.79], [-0.70, -0.23, -0.44]], "lowdin_charge": [-0.09, -0.35, -0.43, -0.09, -0.16, 0.13, 0.09, 0.10, 0.17, 0.14, 0.03, 0.16, 0.12, 0.10, 0.10, 0.12, -0.14]}

---

# 4
{"formula": "C34H58N3O9", "method": "ωB97M-V/def2-TZVPD", "gap_ha": 0.2847, "charge": 1, "multiplicity": 1, "species": ["C", "C", "C", "C", "C", "C", "C", "C", "C", "C", "C", "O", "N", "N", "C", "C", "C", "C", "C", "C", "C", "N", "H", "H", "H", "H", "H", "H", "H", "H", "H", "H", "H", "H", "H", "H", "H", "H", "H", "H", "H", "H", "H", "H", "H", "H", "H", "H", "O", "C", "O", "C", "C", "C", "H", "H", "H", "H", "H", "H", "H", "H", "O", "C", "O", "C", "C", "C", "H", "H", "H", "H", "H", "H", "H", "H", "O", "C", "O", "C", "C", "C", "H", "H", "H", "H", "H", "H", "H", "H", "O", "C", "O", "C", "C", "C", "H", "H", "H", "H", "H", "H", "H", "H"], "positions_angstrom": [[-2.11, 5.50, 1.38], [-2.34, 4.71, 2.67], [-3.79, 4.74, 3.18], [-4.49, 3.38, 3.14], [-4.28, 2.63, 1.82], [-3.36, 1.41, 1.95], [-2.34, 1.29, 0.86], [-2.72, 1.51, -0.46], [-1.81, 1.38, -1.51], [-2.24, 1.54, -2.93], [-2.00, 0.30, -3.83], [-1.03, 0.54, -4.85], [-0.53, 1.10, -1.21], [0.41, 1.04, -2.25], [-0.12, 0.88, 0.06], [-1.01, 0.95, 1.12], [-0.53, 0.67, 2.50], [0.16, 1.65, 3.19], [0.59, 1.38, 4.48], [0.30, 0.13, 4.99], [-0.41, -0.77, 4.21], [-0.84, -0.54, 2.97], [-2.71, 6.41, 1.39], [-2.36, 4.93, 0.49], [-1.07, 5.81, 1.30], [-1.69, 5.15, 3.43], [-2.00, 3.68, 2.54], [-4.37, 5.45, 2.60], [-3.78, 5.11, 4.20], [-5.56, 3.55, 3.27], [-4.19, 2.77, 3.99], [-3.88, 3.33, 1.09], [-5.25, 2.32, 1.44], [-3.97, 0.51, 1.87], [-2.88, 1.36, 2.93], [-3.74, 1.76, -0.69], [-3.31, 1.72, -2.92], [-1.79, 2.42, -3.38], [-2.92, 0.06, -4.34], [-1.68, -0.56, -3.25], [-0.20, 0.21, -4.51], [1.34, 1.04, -1.86], [0.27, 1.83, -2.86], [0.91, 0.65, 0.23], [0.34, 2.61, 2.73], [1.14, 2.09, 5.07], [0.62, -0.17, 5.98], [-0.65, -1.73, 4.64], [0.85, 1.44, -9.47], [0.21, 0.46, -9.18], [0.44, -0.68, -9.85], [-0.13, -1.94, -9.48], [-1.51, -2.13, -10.07], [-0.88, 0.51, -8.14], [-0.12, -2.06, -8.40], [0.55, -2.69, -9.89], [-2.22, -1.39, -9.70], [-1.90, -3.12, -9.83], [-1.48, -2.03, -11.15], [-1.79, 0.88, -8.59], [-0.57, 1.20, -7.36], [-1.07, -0.44, -7.65], [6.83, 0.03, -5.42], [5.90, 0.36, -6.10], [4.92, -0.54, -6.33], [3.67, -0.19, -6.93], [3.72, -0.17, -8.45], [5.81, 1.73, -6.73], [3.31, 0.76, -6.53], [2.98, -0.96, -6.60], [4.41, 0.58, -8.82], [2.73, 0.04, -8.84], [4.06, -1.14, -8.83], [6.37, 1.72, -7.67], [6.28, 2.45, -6.06], [4.80, 2.08, -6.93], [1.93, -1.86, 7.20], [3.09, -1.54, 7.17], [3.72, -1.29, 8.32], [5.13, -1.07, 8.41], [5.50, 0.38, 8.16], [3.82, -1.35, 5.86], [5.67, -1.75, 7.76], [5.39, -1.34, 9.44], [5.24, 0.69, 7.15], [6.56, 0.54, 8.30], [4.95, 1.03, 8.85], [3.62, -0.35, 5.48], [3.43, -2.07, 5.14], [4.90, -1.50, 5.92], [-4.76, -6.90, 5.51], [-3.62, -6.55, 5.47], [-2.97, -6.27, 6.62], [-1.57, -6.00, 6.67], [-1.27, -4.54, 6.41], [-2.90, -6.36, 4.15], [-1.02, -6.67, 6.01], [-1.28, -6.26, 7.69], [-1.58, -4.25, 5.40], [-0.21, -4.34, 6.52], [-1.82, -3.91, 7.11], [-3.14, -5.37, 3.77], [-3.28, -7.10, 3.45], [-1.82, -6.48, 4.20]], "lowdin_charge": [-0.10, -0.25, -0.19, -0.19, -0.18, -0.11, -0.11, 0.08, -0.15, -0.08, -0.20, -0.08, -0.06, 0.16, 0.08, -0.07, -0.29, -0.02, -0.03, -0.04, -0.10, 0.15, 0.07, 0.06, 0.07, 0.10, 0.08, 0.11, 0.11, 0.11, 0.11, 0.09, 0.11, 0.14, 0.11, 0.14, 0.12, 0.13, 0.12, 0.12, 0.07, 0.12, 0.12, 0.15, 0.12, 0.12, 0.10, 0.11, 0.10, -0.54, 0.00, -0.23, -0.06, 0.01, 0.11, 0.13, 0.07, 0.08, 0.09, 0.10, 0.07, 0.06, 0.11, -0.53, 0.00, -0.24, -0.04, 0.01, 0.11, 0.12, 0.08, 0.05, 0.09, 0.10, 0.09, 0.07, 0.08, -0.53, 0.01, -0.23, -0.06, 0.02, 0.11, 0.13, 0.07, 0.08, 0.09, 0.09, 0.09, 0.07, 0.11, -0.53, 0.00, -0.24, -0.07, 0.01, 0.11, 0.13, 0.06, 0.08, 0.09, 0.09, 0.09, 0.07]}

---

# 5
{"formula": "C12H16F2N", "method": "ωB97M-V/def2-TZVPD", "gap_ha": [0.2273, 0.2276], "charge": 1, "e_above_lowest_kcal_mol": 0.0, "multiplicity": 1, "species": ["C", "C", "C", "C", "C", "C", "C", "C", "C", "C", "C", "C", "N", "F", "F", "H", "H", "H", "H", "H", "H", "H", "H", "H", "H", "H", "H", "H", "H", "H", "H"], "positions_angstrom": [[0.27, -0.07, 0.97], [0.84, -2.83, 1.50], [0.01, -0.96, -0.05], [1.18, -1.90, 2.42], [-0.74, 0.96, -3.01], [-1.81, -0.14, -3.14], [-0.61, 1.07, -1.57], [-1.31, -1.21, -2.16], [0.25, -2.44, 0.29], [0.96, -0.42, 2.22], [2.43, 0.19, 2.06], [0.35, 0.22, 3.54], [-0.65, -0.41, -1.13], [1.77, -2.23, 3.56], [-0.08, -3.36, -0.56], [0.25, 0.96, 0.72], [1.14, -3.98, 1.63], [0.13, 0.59, -3.50], [-0.99, 1.87, -3.51], [-2.77, 0.27, -2.70], [-1.88, -0.43, -4.17], [0.30, 1.48, -1.20], [-1.60, 1.52, -1.24], [-2.30, -1.72, -1.63], [-0.67, -1.91, -2.61], [2.21, 1.31, 2.13], [2.77, -0.28, 1.14], [3.20, 0.00, 2.83], [0.25, 1.25, 3.79], [0.86, -0.26, 4.28], [-0.77, -0.04, 3.60]], "lowdin_charge": [0.06, 0.10, -0.09, -0.18, -0.20, -0.15, -0.12, -0.16, -0.09, -0.41, 0.02, 0.02, -0.08, 0.16, 0.19, 0.12, 0.20, 0.11, 0.12, 0.14, 0.11, 0.11, 0.16, 0.18, 0.09, 0.13, 0.10, 0.11, 0.09, 0.04, 0.13]}

---

# 6
{"formula": "C26H27N4", "method": "ωB97M-V/def2-TZVPD", "gap_ha": 0.2248, "charge": 1, "e_above_lowest_kcal_mol": 23.4, "multiplicity": 1, "species": ["C", "N", "C", "C", "C", "C", "C", "C", "C", "C", "C", "C", "C", "C", "C", "N", "C", "C", "C", "C", "H", "H", "H", "H", "H", "H", "H", "H", "H", "H", "H", "H", "H", "H", "H", "H", "H", "H", "H", "C", "N", "C", "N", "C", "C", "C", "C", "C", "C", "H", "H", "H", "H", "H", "H", "H", "H"], "positions_angstrom": [[-6.15, -0.83, -0.67], [-5.10, -1.41, -1.49], [-5.51, -2.57, -2.24], [-3.76, -1.04, -1.34], [-2.88, -1.79, -0.51], [-1.55, -1.42, -0.37], [-1.04, -0.29, -1.07], [0.36, 0.05, -1.01], [1.37, -0.89, -1.13], [2.81, -0.61, -1.16], [3.56, 0.56, -1.14], [4.96, 0.46, -1.25], [5.60, -0.79, -1.36], [4.85, -1.98, -1.39], [3.47, -1.86, -1.30], [2.49, -2.86, -1.39], [2.72, -4.28, -1.53], [1.25, -2.30, -1.31], [-1.93, 0.48, -1.85], [-3.25, 0.10, -2.02], [-5.73, -0.02, -0.06], [-6.94, -0.44, -1.31], [-6.58, -1.60, -0.01], [-4.66, -2.99, -2.80], [-5.93, -3.35, -1.58], [-6.30, -2.29, -2.96], [-3.28, -2.66, 0.01], [-0.89, -1.99, 0.28], [0.65, 1.10, -0.98], [3.03, 1.51, -1.04], [5.56, 1.37, -1.24], [6.68, -0.83, -1.43], [5.30, -2.96, -1.48], [3.79, -4.47, -1.56], [2.26, -4.82, -0.69], [2.26, -4.66, -2.46], [0.35, -2.90, -1.41], [-1.54, 1.36, -2.38], [-3.92, 0.64, -2.68], [1.66, 1.24, 4.62], [1.22, 1.67, 3.30], [1.20, 0.90, 2.17], [0.76, 1.60, 1.12], [0.46, 2.87, 1.57], [0.76, 2.94, 2.95], [0.62, 4.10, 3.69], [0.15, 5.25, 3.01], [-0.16, 5.19, 1.64], [-0.01, 4.00, 0.90], [1.61, 2.09, 5.30], [1.01, 0.43, 5.00], [2.68, 0.85, 4.58], [1.52, -0.14, 2.19], [0.88, 4.09, 4.75], [0.03, 6.19, 3.55], [-0.52, 6.09, 1.14], [-0.24, 3.91, -0.16]], "lowdin_charge": [-0.07, -0.25, -0.07, -0.23, 0.01, -0.03, -0.20, 0.07, -0.12, -0.11, 0.00, -0.05, -0.05, 0.01, -0.16, -0.05, 0.01, 0.08, 0.00, 0.02, 0.09, 0.09, 0.09, 0.09, 0.08, 0.09, 0.13, 0.11, 0.10, 0.12, 0.11, 0.11, 0.11, 0.09, 0.11, 0.11, 0.15, 0.12, 0.13, -0.01, -0.08, -0.10, 0.09, -0.23, -0.16, -0.01, -0.07, -0.08, -0.01, 0.08, 0.10, 0.10, 0.14, 0.11, 0.11, 0.11, 0.11]}

---

# 7
{"formula": "C3H10NO5", "method": "ωB97M-V/def2-TZVPD", "gap_ha": 0.3466, "charge": 1, "e_above_lowest_kcal_mol": 40.5, "multiplicity": 1, "species": ["C", "C", "C", "N", "O", "O", "O", "O", "O", "H", "H", "H", "H", "H", "H", "H", "H", "H", "H"], "positions_angstrom": [[-1.58, -1.56, 0.06], [-0.45, 0.69, -0.25], [2.10, -0.12, 0.02], [-1.44, -0.16, 0.44], [-0.22, 1.82, 0.88], [-1.16, 1.28, -1.25], [2.12, 1.06, 0.36], [2.64, -0.55, -1.10], [1.58, -1.08, 0.74], [-1.94, -1.65, -0.99], [-0.53, -1.93, 0.09], [-2.06, -1.99, 0.82], [-1.20, -0.13, 1.38], [-2.44, 0.39, 0.43], [-0.44, 2.68, 0.40], [-0.52, 1.56, -1.90], [0.69, 1.61, 1.14], [3.08, 0.07, -1.54], [1.77, -2.00, 0.28]], "lowdin_charge": [0.02, -0.30, -0.67, -0.01, 0.12, 0.04, 0.07, 0.22, 0.12, 0.13, 0.10, 0.07, 0.13, 0.25, 0.20, 0.11, 0.10, 0.08, 0.21]}

---

# 8
{"formula": "C23H35CrN2O2P2", "method": "ωB97M-V/def2-TZVPD", "gap_ha": [0.2432, 0.2553], "multiplicity": 4, "s2": 3.80, "species": ["C", "C", "N", "C", "C", "C", "C", "P", "Cr", "P", "C", "O", "O", "H", "H", "H", "C", "C", "H", "H", "H", "H", "C", "C", "H", "H", "H", "H", "H", "H", "H", "H", "H", "H", "H", "H", "H", "H", "H", "H", "H", "H", "C", "C", "C", "C", "C", "C", "N", "C", "C", "C", "C", "C", "C", "H", "H", "H", "H", "H", "H", "H", "H", "H", "H"], "positions_angstrom": [[1.34, -3.09, -2.63], [0.70, -2.25, -1.72], [1.03, -0.95, -1.53], [2.27, -0.59, -1.95], [3.04, -1.42, -2.75], [2.56, -2.66, -3.14], [-0.40, -2.83, -0.87], [-1.54, -1.54, -0.28], [-0.16, 0.38, -0.33], [1.89, 1.43, -0.14], [2.80, 0.76, -1.57], [0.86, -3.93, 0.94], [2.39, -2.23, 1.53], [0.89, -4.06, -2.85], [4.01, -1.06, -3.08], [3.14, -3.34, -3.77], [-2.94, -1.24, -1.38], [-2.23, -2.25, 1.23], [3.87, 0.73, -1.35], [2.65, 1.46, -2.40], [0.07, -3.32, -0.08], [-0.98, -3.62, -1.36], [1.83, 3.23, -0.38], [3.08, 1.17, 1.22], [1.28, -1.65, 1.38], [2.48, -2.25, 2.50], [1.74, -3.12, 1.22], [1.01, -4.81, 0.53], [-0.52, 1.15, -1.56], [0.63, -0.71, 0.91], [-3.56, -2.14, -1.54], [-3.59, -0.49, -0.91], [-2.65, -0.81, -2.35], [-2.99, -2.98, 0.94], [-1.39, -2.72, 1.77], [-2.67, -1.42, 1.80], [4.04, 1.65, 0.97], [2.67, 1.61, 2.15], [3.21, 0.08, 1.37], [2.83, 3.65, -0.55], [1.19, 3.44, -1.25], [1.37, 3.70, 0.50], [-0.48, 1.25, 5.43], [0.41, 0.54, 4.62], [0.26, 0.52, 3.24], [-0.77, 1.26, 2.60], [-1.71, 1.91, 3.45], [-1.54, 1.93, 4.83], [-0.88, 1.39, 1.21], [-1.53, 2.54, 0.69], [-2.40, 2.41, -0.42], [-2.98, 3.55, -0.99], [-2.70, 4.82, -0.47], [-1.85, 4.95, 0.64], [-1.28, 3.82, 1.22], [-0.33, 1.28, 6.52], [1.24, -0.02, 5.07], [0.98, -0.05, 2.65], [-2.56, 2.43, 3.01], [-2.25, 2.49, 5.45], [-2.59, 1.41, -0.83], [-3.64, 3.43, -1.85], [-3.15, 5.70, -0.93], [-1.63, 5.94, 1.04], [-0.64, 3.93, 2.10]], "lowdin_charge": [-0.01, -0.28, 0.01, -0.31, -0.03, -0.04, -0.29, 0.82, 0.20, 0.84, -0.26, -0.26, -0.10, 0.12, 0.12, 0.11, -0.26, -0.22, 0.10, 0.11, -0.06, 0.11, -0.24, -0.23, 0.14, 0.08, -0.04, 0.05, -0.03, -0.01, 0.04, 0.04, 0.05, 0.06, 0.05, 0.05, 0.05, 0.05, 0.03, 0.05, 0.05, 0.04, -0.12, -0.11, -0.07, -0.28, -0.05, -0.10, -0.12, -0.33, -0.08, -0.09, -0.11, -0.09, -0.07, 0.09, 0.10, 0.03, 0.11, 0.10, 0.05, 0.10, 0.09, 0.10, 0.12]}